Below is a gas-phase ion, C3H7N2O (charge +1), with properties calculated with ωB97M-V/def2-TZVPD.

DFT total energy in Eh: -302.88310
Net charge: +1
2S+1: 1
Structure (SMILES): C=CO/[NH+]=C/N
Kohn-Sham gap in eV: 9.96

Each line ends with the natural charge from an NBO analysis.
Element x y z (Å)
C: -1.00339 0.11901 2.70699  -0.3614
C: -0.41861 -0.53771 1.74703  0.0624
O: 0.38151 0.27419 0.80062  -0.3267
N: 0.24999 -0.02053 -0.47355  -0.1841
C: 0.89928 0.51949 -1.44983  0.3438
N: 0.60680 0.19894 -2.65687  -0.7249
H: -1.50387 -0.37044 3.51849  0.2401
H: -1.13563 1.15683 2.69494  0.2283
H: -0.53191 -1.55398 1.55925  0.2040
H: -0.64719 -0.45691 -0.75244  0.3919
H: 1.89589 0.92151 -1.28395  0.2542
H: 1.32193 0.28151 -3.31277  0.4229
H: -0.11478 -0.53193 -3.09791  0.4496

Atomic forces in eV per Å
-0.533 -0.431 0.216
0.620 2.130 -1.099
-0.074 0.207 3.038
-2.722 -1.129 -1.557
1.705 -1.331 1.888
-3.034 -2.522 -3.876
-0.166 -0.538 0.039
0.507 1.503 0.073
0.619 -1.706 -0.474
0.514 0.143 0.502
-0.419 0.705 0.280
1.361 0.684 -1.214
1.622 2.286 2.184